A molecular structure, C10H9Br3F7NO5PS in a non-equilibrium geometry. Source: the Open Molecules 2025 dataset; level of theory: ωB97M-V/def2-TZVPD.

## Properties
- HOMO energy: -12.8 eV
- HOMO-LUMO gap: 7.58 eV
- E_tot: -9977.85874 Ha
- Max |F|: 2.28 eV/A
- Net charge: +1
- Multiplicity: 1

Atoms and positions in Å:
1 O -4.580 -2.144 -1.491
2 P -3.414 -1.992 -2.358
3 O -3.621 -2.585 -3.811
4 O -3.099 -0.450 -2.640
5 C -1.949 -2.813 -1.599
6 C -1.066 -1.826 -0.892
7 C -0.954 -1.773 0.490
8 C -0.149 -0.802 1.077
9 C 0.541 0.091 0.291
10 S 1.568 1.422 0.946
11 O 1.305 2.606 0.192
12 O 2.916 0.955 0.942
13 C 1.127 1.700 2.740
14 F 1.873 2.738 3.075
15 F 1.550 0.644 3.434
16 C -0.377 2.050 3.014
17 F -1.177 1.601 2.039
18 F -0.473 3.379 3.045
19 C -0.853 1.555 4.408
20 F -2.076 2.026 4.607
21 F -0.916 0.229 4.446
22 F -0.047 2.027 5.333
23 N 0.452 0.001 -1.053
24 C -0.323 -0.913 -1.641
25 H -3.082 -3.369 -3.971
26 H -3.110 0.033 -1.805
27 H -2.366 -3.492 -0.862
28 H -1.394 -3.418 -2.314
29 H -1.501 -2.475 1.101
30 H -0.071 -0.744 2.152
31 H 0.949 0.643 -1.690
32 H -0.368 -0.925 -2.718
33 C 4.925 1.279 -3.005
34 Br 3.253 0.523 -2.363
35 Br 5.682 2.469 -1.710
36 Br 6.140 -0.108 -3.522
37 H 4.687 1.856 -3.886



4 unconnected molecules or ions with the total composition H8O4 in a non-equilibrium geometry. Source: the Open Molecules 2025 dataset; level of theory: ωB97M-V/def2-TZVPD.

## Properties
- HOMO energy (alpha / beta): -17.4 / -14.9 eV
- HOMO-LUMO gap (alpha / beta): 13.70 / 3.49 eV
- <S²>: 0.76
- E_tot: -305.34291 Ha
- Max |F|: 1.70 eV/A
- Energy above the lowest of the compared OMol25 structures with the same formula, charge and spin: 0.6677 eV
- Net charge: +1
- Multiplicity: 2

Atoms and positions in Å:
1 O -11.755 -17.278 -11.617
2 H -11.577 -16.990 -12.513
3 H -12.694 -17.134 -11.501
4 O -12.568 -14.537 -12.128
5 H -11.942 -14.281 -11.450
6 H -13.244 -15.025 -11.659
7 O -14.441 -16.368 -11.102
8 H -14.353 -16.582 -10.173
9 H -15.349 -16.082 -11.198
10 O -11.149 -19.586 -10.307
11 H -11.303 -18.894 -10.951
12 H -11.918 -20.151 -10.373



2 unconnected molecules or ions with the total composition C6H14N2O2 in a non-equilibrium geometry. Source: the Open Molecules 2025 dataset; level of theory: ωB97M-V/def2-TZVPD.

## Properties
- SMILES: CNC(C)=O.CNC(C)=O
- HOMO energy: -9.1 eV
- HOMO-LUMO gap: 9.68 eV
- E_tot: -497.01921 Ha
- Max |F|: 2.53 eV/A
- Energy above the lowest of the compared OMol25 structures with the same formula, charge and spin: 1.0428 eV
- Net charge: 0
- Multiplicity: 1

Atoms and positions in Å:
1 C 2.753 -1.167 0.281
2 C 0.496 0.737 2.712
3 C 1.531 -0.744 1.058
4 O 0.412 -1.171 0.805
5 N 1.673 0.291 1.943
6 H 3.043 -2.176 0.564
7 H 2.498 0.549 2.430
8 H -0.306 0.015 2.616
9 H 2.360 -1.148 -0.736
10 H 3.571 -0.483 0.488
11 H 0.740 0.619 3.774
12 H 0.087 1.693 2.405
13 C -2.014 -1.437 -2.303
14 C -1.020 1.823 -0.679
15 C -1.915 0.887 -1.431
16 O -2.786 1.264 -2.184
17 N -1.471 -0.414 -1.443
18 H -0.859 -0.632 -0.666
19 H -1.306 -2.179 -2.657
20 H -0.471 2.377 -1.462
21 H -2.967 -1.808 -1.935
22 H -2.258 -0.917 -3.240
23 H -1.661 2.550 -0.180
24 H -0.129 1.472 -0.161



2 unconnected molecules or ions with the total composition C26H32BClO2S in a non-equilibrium geometry. Source: the Open Molecules 2025 dataset; level of theory: ωB97M-V/def2-TZVPD.

## Properties
- HOMO energy: -6.4 eV
- HOMO-LUMO gap: 2.81 eV
- E_tot: -2043.60639 Ha
- Max |F|: 3.62 eV/A
- Energy above the lowest of the compared OMol25 structures with the same formula, charge and spin: 3.3922 eV
- Net charge: 0
- Multiplicity: 1

Atoms and positions in Å:
1 C 0.942 -5.451 -4.442
2 C 1.188 -4.260 -3.588
3 C 2.372 -3.890 -2.994
4 C 2.273 -2.703 -2.175
5 C 0.985 -2.202 -2.141
6 B 0.405 -0.947 -1.235
7 C 0.084 0.256 -2.345
8 C 1.149 0.699 -3.108
9 C 0.976 1.648 -4.128
10 C -0.307 2.151 -4.387
11 Cl -0.544 3.277 -5.662
12 C -1.379 1.743 -3.581
13 C -1.177 0.799 -2.556
14 O -0.764 -1.392 -0.517
15 C -0.269 -1.822 0.733
16 C -1.343 -1.612 1.804
17 C 0.075 -3.308 0.630
18 C 1.012 -0.867 0.931
19 C 0.578 0.477 1.484
20 C 2.055 -1.457 1.860
21 O 1.505 -0.643 -0.369
22 S -0.095 -3.176 -3.075
23 H 1.860 -6.053 -4.471
24 H 0.148 -6.050 -3.975
25 H 0.632 -5.200 -5.470
26 H 3.281 -4.472 -3.142
27 H 3.149 -2.300 -1.673
28 H 2.143 0.287 -2.936
29 H 1.809 1.993 -4.721
30 H -2.358 2.168 -3.766
31 H -2.026 0.476 -1.950
32 H -0.943 -1.830 2.805
33 H -1.751 -0.594 1.786
34 H -2.172 -2.304 1.631
35 H 0.347 -3.721 1.610
36 H -0.817 -3.855 0.295
37 H 0.895 -3.496 -0.079
38 H 0.120 0.365 2.467
39 H 1.434 1.145 1.607
40 H -0.134 0.976 0.812
41 H 1.614 -1.583 2.861
42 H 2.405 -2.430 1.501
43 H 2.902 -0.771 1.954
44 C -2.262 3.096 0.453
45 C -1.018 3.178 1.262
46 C 0.134 3.912 0.684
47 C -1.071 2.919 2.661
48 C 0.107 2.912 3.474
49 C 0.046 2.552 4.813
50 C -1.199 2.306 5.417
51 C -2.365 2.298 4.644
52 C -2.316 2.615 3.295
53 H -2.817 2.164 0.645
54 H -2.950 3.925 0.701
55 H -2.032 3.174 -0.615
56 H 1.104 3.523 1.004
57 H 0.054 3.898 -0.412
58 H 0.107 4.964 0.999
59 H 1.065 3.217 3.031
60 H 0.977 2.455 5.381
61 H -1.254 2.122 6.492
62 H -3.330 2.019 5.081
63 H -3.240 2.681 2.706



C3H3Cl3F2 in the gas phase in a non-equilibrium geometry. Source: the Open Molecules 2025 dataset; level of theory: ωB97M-V/def2-TZVPD.

## Properties
- SMILES: CC(F)(F)C(Cl)(Cl)Cl
- HOMO energy: -11.2 eV
- HOMO-LUMO gap: 11.64 eV
- E_tot: -1696.40747 Ha
- Max |F|: 3.12 eV/A
- Energy above the lowest of the compared OMol25 structures with the same formula, charge and spin: 0.3709 eV
- Net charge: 0
- Multiplicity: 1

Atoms and positions in Å:
1 C -1.233 -0.603 -0.208
2 C -0.253 0.492 -0.138
3 C 1.215 0.213 0.306
4 H -2.084 -0.386 -0.905
5 H -0.736 -1.560 -0.582
6 H -1.527 -0.893 0.859
7 F -0.605 1.483 0.700
8 F 0.002 1.048 -1.367
9 Cl 2.146 1.707 0.398
10 Cl 0.968 -0.601 1.840
11 Cl 2.107 -0.900 -0.903